{
  "formula": "C37H51N4OP2Sr",
  "method": "ωB97M-V with the def2-TZVPD basis set",
  "symbols": ["Sr", "P", "P", "O", "N", "N", "N", "N", "C", "C", "C", "C", "C", "C", "C", "C", "C", "C", "C", "C", "C", "C", "C", "C", "C", "C", "C", "C", "C", "C", "C", "C", "C", "C", "C", "C", "C", "C", "C", "C", "C", "C", "C", "C", "C", "H", "H", "H", "H", "H", "H", "H", "H", "H", "H", "H", "H", "H", "H", "H", "H", "H", "H", "H", "H", "H", "H", "H", "H", "H", "H", "H", "H", "H", "H", "H", "H", "H", "H", "H", "H", "H", "H", "H", "H", "H", "H", "H", "H", "H", "H", "H", "H", "H", "H", "H"],
  "xyz": [[-1.039876, -0.394642, 0.663786], [0.951347, -2.483261, 1.609964], [-0.720749, 2.251263, -0.895241], [-4.897405, -1.815186, 1.153413], [1.658422, 0.122356, 0.282213], [-2.221243, 1.279891, 2.272659], [-0.669747, -0.886781, -1.645529], [-6.890174, 2.268121, 2.992141], [1.143472, 3.721301, 0.604586], [0.767727, -0.589746, -3.640278], [-1.267802, 2.443391, -3.710378], [2.493080, -1.517903, 1.949569], [-1.662997, 1.210109, 3.499768], [-5.748190, 2.024207, 3.118818], [1.891313, 0.994319, -0.740800], [2.281793, -0.324520, -5.504119], [1.566959, -3.916858, 3.980197], [-0.834274, -3.960040, 3.182835], [0.136269, -0.263029, -2.343228], [2.609949, -4.721485, 0.993967], [3.998918, 0.143132, 0.814009], [0.442853, -3.105577, 3.329605], [-0.073547, 3.924193, -0.319005], [0.125084, -1.884657, 4.215599], [2.147442, -3.077413, -0.848310], [1.868017, 0.061727, -4.219391], [0.329921, 4.797109, -1.522673], [-3.789146, 1.563784, 4.555038], [0.158745, -1.664400, -4.289440], [0.333238, -4.616122, -0.096409], [-2.425739, 1.302037, 4.667858], [1.550977, -3.799051, 0.380178], [4.250676, 1.055132, -0.207298], [-1.184011, 4.566826, 0.538446], [-2.792560, 3.729062, -2.195056], [-3.840041, -1.459456, 0.880383], [-4.349770, 1.728596, 3.280318], [-1.972072, 2.438819, -2.347903], [0.746943, 1.412596, -1.626377], [-2.957671, 1.255608, -2.281210], [-3.536719, 1.573632, 2.154140], [3.188688, 1.453233, -1.020121], [0.571640, -2.048984, -5.563165], [2.709863, -0.366668, 0.967518], [1.628369, -1.365587, -6.174240], [-3.546215, 3.749395, -2.998434], [-2.029200, 4.921227, -0.058717], [2.453148, -1.115214, 2.975573], [-0.751262, 1.497356, -3.913528], [-0.656346, -2.165940, -3.759866], [-0.460948, 5.506158, -1.798757], [5.251134, 1.448270, -0.390381], [1.394261, -2.444892, -1.339468], [3.443242, -4.170528, 1.448226], [2.406464, 0.848216, -3.679557], [-3.468195, 1.202206, -1.308264], [0.674694, -5.339482, -0.852254], [-0.426046, -3.969795, -0.564024], [1.210261, 5.396936, -1.245281], [-1.560216, 3.853225, 1.283874], [1.085716, 1.963166, -2.510215], [-0.140533, -5.179385, 0.717756], [-3.935643, 1.674314, 1.137485], [-3.335192, 3.758618, -1.240572], [-0.646700, -4.908526, 2.660010], [-2.473496, 0.290924, -2.464679], [2.531976, -3.394984, 3.948598], [-0.759958, 5.430096, 1.068634], [-0.575868, 1.084994, 3.539403], [4.782389, -0.217366, 1.474520], [3.119760, 0.197371, -5.974268], [2.029260, 3.380976, 0.054936], [3.363973, -2.194890, 1.924149], [-2.040480, 2.574962, -4.484177], [-1.636878, -3.424034, 2.648790], [1.943118, -1.652532, -7.171754], [0.995344, -1.233193, 4.359050], [1.307932, -4.067954, 5.038214], [-4.427840, 1.651481, 5.436993], [3.028281, -5.341540, 0.186272], [0.055394, -2.872570, -6.051766], [-1.945094, 1.169964, 5.638138], [-0.556670, 3.272076, -3.818162], [1.388714, 4.689922, 1.068494], [-3.725221, 1.399048, -3.056013], [3.331466, 2.148778, -1.854095], [0.933014, 3.003849, 1.411077], [3.016052, -2.460029, -0.589186], [0.614889, 4.222937, -2.414260], [2.182721, -5.406029, 1.736014], [2.478242, -3.838422, -1.571766], [-0.703588, -1.274049, 3.827289], [-0.183089, -2.248589, 5.206883], [-1.210800, -4.202497, 4.188531], [-2.186515, 4.637320, -2.300207], [1.682580, -4.910424, 3.533902]],
  "forces_ev_per_angstrom": [[0.472, 0.110, -0.586], [-0.336, 0.303, -0.101], [-0.049, -0.765, 0.264], [3.215, 1.082, -0.903], [0.163, 0.127, -0.428], [-0.560, 0.410, 0.607], [0.864, 0.431, -0.989], [3.011, -0.665, 0.307], [0.037, -0.059, -0.135], [0.199, -0.043, -0.084], [-0.265, -0.029, -0.214], [0.056, 0.185, 0.139], [-0.903, 0.124, -0.168], [-2.891, 0.665, -0.282], [-0.394, 0.181, -0.092], [-0.109, -0.032, 0.326], [-0.203, -0.163, 0.589], [0.089, -0.010, 0.211], [-0.394, 1.018, 2.296], [0.008, -0.328, -0.289], [-0.099, -0.253, -0.133], [0.421, -0.401, -0.629], [-0.359, -0.182, -0.323], [0.017, -0.088, -0.100], [-0.199, 0.148, 0.129], [-0.213, -0.242, -0.272], [0.355, 0.564, 0.208], [0.085, -0.042, 0.001], [-0.021, -0.126, -0.465], [0.036, 0.000, 0.010], [0.128, 0.118, -0.180], [-0.142, -0.111, 0.416], [-0.485, 0.183, -0.301], [0.129, 0.225, -0.087], [-0.128, 0.030, -0.139], [-3.267, -1.147, 0.921], [0.247, -0.044, -0.061], [0.541, 0.146, 0.285], [0.001, -1.350, -1.027], [0.050, -0.077, -0.193], [0.807, -0.289, 0.451], [0.228, -0.189, 0.137], [0.111, 0.237, 0.379], [0.060, 0.359, 0.079], [-0.087, 0.082, 0.228], [0.177, -0.017, 0.212], [0.203, -0.074, 0.163], [-0.027, -0.154, -0.328], [-0.137, 0.286, 0.023], [0.261, 0.165, -0.319], [0.225, -0.230, 0.005], [-0.243, -0.138, 0.130], [0.211, -0.117, 0.126], [-0.179, -0.167, -0.078], [-0.309, -0.315, -0.317], [0.048, 0.111, -0.123], [-0.134, 0.164, 0.174], [0.244, -0.138, 0.099], [-0.230, -0.024, -0.130], [0.110, 0.158, -0.099], [0.278, 0.080, 0.368], [0.159, 0.102, -0.244], [0.153, -0.053, 0.406], [0.118, 0.014, -0.208], [-0.042, 0.342, 0.196], [-0.067, 0.248, 0.045], [-0.202, -0.125, -0.005], [-0.160, -0.101, -0.059], [-0.362, -0.101, -0.017], [-0.012, 0.038, -0.223], [-0.289, -0.251, 0.133], [-0.288, 0.118, 0.208], [-0.233, 0.378, -0.020], [0.230, -0.050, 0.087], [0.244, -0.116, 0.113], [0.019, 0.066, 0.085], [-0.182, -0.116, 0.019], [0.168, -0.056, -0.125], [0.255, -0.037, -0.285], [-0.030, 0.120, 0.221], [0.226, 0.174, -0.057], [-0.216, 0.136, -0.270], [-0.178, -0.209, 0.038], [-0.085, -0.261, -0.115], [0.103, -0.019, 0.195], [0.022, -0.285, 0.373], [0.044, 0.091, -0.146], [-0.111, -0.121, -0.070], [-0.073, 0.105, 0.316], [0.145, 0.189, -0.229], [-0.093, 0.168, 0.223], [0.143, -0.218, -0.014], [0.068, 0.096, -0.218], [0.046, 0.008, -0.255], [-0.209, -0.306, 0.076], [-0.037, 0.350, 0.119]],
  "largest_force_ev_per_a": 3.58,
  "lumo_ev": -3.25,
  "gap_ev": 6.10,
  "energy_ha": -2447.99812,
  "total_charge": 1
}

***

{
  "formula": "C21H30BNO2STc",
  "method": "ωB97M-V with the def2-TZVPD basis set",
  "symbols": ["Tc", "S", "O", "O", "N", "C", "C", "C", "C", "C", "C", "C", "C", "C", "C", "C", "C", "C", "C", "C", "C", "C", "C", "C", "C", "C", "B", "H", "H", "H", "H", "H", "H", "H", "H", "H", "H", "H", "H", "H", "H", "H", "H", "H", "H", "H", "H", "H", "H", "H", "H", "H", "H", "H", "H", "H", "H"],
  "xyz": [[-0.240891, -0.167424, 0.465827], [-1.364257, -2.109388, 1.591990], [-0.934230, -0.965285, -1.205337], [0.528069, 1.159307, -0.665704], [-1.819760, 0.867550, 0.707787], [-0.624281, 2.627711, -4.359217], [-2.722780, 1.621965, 0.696916], [0.976968, 0.896156, 2.422492], [-2.576970, -1.415686, 2.736453], [2.937113, -0.092763, 0.721413], [1.833067, 1.803230, 1.764190], [2.293541, -2.979876, -0.183447], [-2.439604, -2.887127, 0.376436], [-1.087391, -0.476910, -2.384199], [3.643773, -2.905934, 1.957523], [0.551664, 2.870306, -2.250100], [-1.719844, -1.409528, -3.357462], [-1.038511, 1.376487, -3.992321], [0.176320, 3.371286, -3.480883], [-0.689242, 0.838889, -2.727780], [2.121214, -1.020227, 1.391400], [1.654819, 3.274132, 1.946254], [0.114780, 1.612153, -1.860466], [1.180108, -0.490531, 2.301143], [2.330030, -2.513688, 1.271549], [2.832181, 1.271661, 0.949956], [-3.881988, 2.586432, 0.695884], [1.170967, 3.441196, -1.571862], [1.741465, 3.539101, 3.001795], [0.248915, 1.272939, 3.132073], [0.656914, 3.580151, 1.622209], [3.777657, -3.986185, 1.913702], [-4.880106, 1.901838, 0.780507], [1.369525, -2.675775, -0.690444], [2.353080, -4.066643, -0.229272], [3.133725, -2.585076, -0.757481], [-1.651709, 0.799251, -4.670139], [-3.012056, -3.643811, 0.909899], [-3.786740, 3.202531, -0.341808], [0.674715, -1.164997, 2.982083], [-3.076813, -2.256300, 3.213494], [-1.090703, -1.517952, -4.241611], [-1.809898, -3.365033, -0.369133], [-2.043272, -0.839352, 3.489519], [-3.737214, 3.264141, 1.691372], [3.698745, -0.456094, 0.041623], [-2.681235, -1.005795, -3.683506], [3.657636, -2.605053, 3.005207], [4.496411, -2.442274, 1.457174], [-1.879786, -2.379442, -2.897682], [-3.099288, -2.155766, -0.083014], [-0.908292, 3.038057, -5.317451], [2.394686, 3.842471, 1.387741], [3.515656, 1.945312, 0.448146], [-3.286835, -0.785690, 2.207960], [1.510106, -2.998021, 1.809865], [0.509844, 4.359376, -3.771266]],
  "forces_ev_per_angstrom": [[0.264, 0.163, -0.146], [0.005, 0.001, -0.054], [0.118, -0.057, -0.122], [-0.042, 0.042, -0.333], [-0.179, 0.084, 0.051], [0.037, 0.029, 0.035], [0.177, -0.105, 0.028], [-0.111, -0.052, -0.037], [0.025, -0.054, 0.027], [0.014, -0.010, 0.023], [0.007, 0.007, 0.001], [-0.004, -0.002, -0.025], [-0.043, -0.023, 0.047], [-0.115, -0.109, 0.206], [0.030, -0.003, -0.035], [-0.004, 0.088, -0.049], [0.034, 0.043, -0.039], [0.016, -0.014, 0.030], [-0.005, 0.017, -0.021], [-0.058, -0.058, -0.136], [-0.136, -0.023, 0.001], [0.010, -0.018, 0.000], [0.073, -0.021, 0.309], [0.097, -0.040, 0.231], [0.011, 0.020, 0.030], [0.025, 0.040, -0.050], [-0.240, 0.108, 0.053], [0.000, 0.006, -0.024], [-0.008, 0.001, -0.001], [-0.002, -0.013, 0.002], [0.002, -0.011, 0.001], [-0.003, 0.007, -0.002], [0.082, 0.017, -0.058], [-0.001, -0.014, 0.016], [0.005, 0.006, -0.003], [-0.008, 0.013, 0.008], [0.003, -0.006, 0.023], [-0.016, -0.008, -0.031], [-0.016, -0.027, 0.064], [-0.020, -0.014, -0.003], [-0.013, 0.026, 0.023], [-0.024, -0.005, -0.011], [-0.004, -0.001, 0.022], [-0.007, 0.003, 0.007], [0.052, -0.022, -0.084], [-0.013, 0.002, -0.001], [0.002, 0.000, 0.000], [-0.009, 0.005, -0.008], [-0.002, -0.014, 0.008], [0.004, -0.008, 0.000], [-0.014, 0.015, 0.005], [0.007, 0.010, 0.007], [0.003, -0.010, 0.000], [0.003, -0.008, 0.014], [-0.004, 0.002, -0.010], [0.000, 0.004, 0.009], [-0.007, -0.007, -0.001]],
  "largest_force_ev_per_a": 0.34,
  "lumo_ev": [-8.23, -9.05],
  "gap_ev": [6.94, 6.20],
  "energy_ha": -1526.66545,
  "multiplicity": 4,
  "total_charge": 2
}

***

{
  "formula": "C22H19FN4O3S",
  "method": "ωB97M-V with the def2-TZVPD basis set",
  "symbols": ["S", "F", "O", "O", "O", "N", "N", "N", "N", "C", "C", "C", "C", "C", "C", "C", "C", "C", "C", "C", "C", "C", "C", "C", "C", "C", "C", "C", "C", "C", "C", "H", "H", "H", "H", "H", "H", "H", "H", "H", "H", "H", "H", "H", "H", "H", "H", "H", "H", "H"],
  "xyz": [[-1.357449, 2.757550, -0.797934], [2.953933, 1.395367, -0.728725], [-2.819330, 0.944827, 1.644840], [-3.481134, -1.221240, -2.308820], [2.996602, -0.231727, 1.503923], [-0.416532, 0.217788, -1.063074], [-3.294800, 0.122553, -0.453542], [0.348627, -0.641909, -0.374424], [0.223255, 1.208728, 0.791680], [4.056601, -0.228868, -2.023564], [4.099536, -1.916668, 0.180062], [-2.334133, -1.349533, 1.000658], [1.664058, 2.964939, 1.635155], [-1.740623, -1.974458, 2.076530], [1.715093, 4.218381, 1.230417], [1.659423, -0.660551, 1.720626], [-2.504958, -2.009893, -0.218705], [3.523962, -0.658978, 0.299101], [-1.312455, -3.286601, 1.904253], [-3.132587, -1.063796, -1.169283], [-3.738986, 1.345827, -1.077424], [-0.482014, 1.323677, -0.367080], [-2.822414, 0.040123, 0.845324], [-1.476048, -3.939701, 0.693036], [-2.079179, -3.309068, -0.390515], [4.629252, -1.484193, -2.120672], [-2.622077, 2.008320, -1.879687], [4.652621, -2.323928, -1.020362], [0.731971, -0.057417, 0.727372], [3.508754, 0.169995, -0.819640], [0.376762, 2.211812, 1.815372], [-1.123994, -4.954971, 0.587113], [-3.019822, 2.828706, -2.474388], [2.562727, 2.394286, 1.822255], [1.415726, -0.342769, 2.737171], [-2.115004, 1.285429, -2.516927], [-1.612108, -1.457111, 3.015141], [4.113235, -2.563920, 1.043933], [-0.839756, -3.802063, 2.727364], [0.820453, 4.782305, 1.021831], [-0.481744, 2.885069, 1.740961], [2.651269, 4.730256, 1.091676], [5.055818, -1.805366, -3.058198], [-2.201943, -3.808282, -1.338343], [5.100358, -3.302886, -1.096578], [0.356576, 1.710459, 2.788245], [-4.092398, 2.013762, -0.287219], [4.019301, 0.443636, -2.865779], [1.584593, -1.752407, 1.639483], [-4.561429, 1.096395, -1.754820]],
  "forces_ev_per_angstrom": [[-0.143, 0.407, -0.296], [0.030, -0.163, 0.048], [0.006, -0.051, 0.124], [0.055, -0.062, -0.083], [0.511, 0.077, -0.189], [-0.311, 0.555, -0.492], [-0.337, 0.248, -0.028], [0.634, -0.745, 0.510], [-0.299, -0.521, -0.633], [-0.090, 0.092, 0.149], [-0.082, 0.224, 0.076], [0.054, -0.618, -0.314], [-0.099, -0.134, 0.096], [-0.121, 0.128, -0.098], [0.021, 0.099, 0.039], [-0.328, -0.068, -0.032], [0.241, -0.139, 0.670], [0.011, 0.053, -0.096], [0.023, 0.084, 0.110], [-0.124, 0.111, -0.037], [-0.087, 0.128, -0.199], [0.136, 0.097, 0.048], [-0.154, 0.121, 0.082], [-0.014, -0.043, -0.128], [-0.087, 0.165, -0.029], [0.010, -0.007, -0.005], [0.124, -0.069, 0.407], [0.018, -0.113, -0.027], [0.077, -0.140, 0.137], [0.039, -0.035, 0.109], [0.147, 0.354, 0.305], [0.026, -0.081, -0.005], [0.053, 0.003, -0.036], [0.164, -0.013, -0.019], [0.007, -0.124, -0.062], [-0.100, 0.084, -0.113], [0.009, 0.065, 0.104], [-0.003, -0.043, 0.115], [0.033, -0.061, 0.060], [-0.227, 0.094, -0.027], [0.047, -0.137, 0.137], [0.209, 0.067, -0.033], [0.039, -0.023, -0.083], [-0.004, -0.058, -0.107], [0.039, -0.082, -0.004], [-0.122, 0.094, -0.104], [-0.013, -0.112, -0.125], [-0.023, 0.091, -0.065], [-0.034, 0.170, 0.042], [0.042, 0.033, 0.106]],
  "largest_force_ev_per_a": 1.10,
  "lumo_ev": -0.22,
  "gap_ev": 8.20,
  "smiles": "C=CCn1c(COc2ccccc2F)nnc1SCCN1C(=O)c2ccccc2C1=O",
  "energy_ha": -1792.55886,
  "total_charge": 0
}

***

Across the entries above, ΔE to the lowest compared entry with this formula, charge and spin takes the values 21.3, 21.2, 0.0 kJ/mol, respectively.